# 1
DFT (the ωB97M-V functional and the def2-TZVPD basis) results for a structure of composition C29H37Cl5CsN5O4S4.

Total charge = 0
HOMO level = -7.04 eV
E_tot = -5615.74130 hartree
LUMO = 0.049 eV
Frontier orbital gap = 7.09 eV
Maximum force = 0.52 eV/A
Molecular weight = 958.1 g mol⁻¹

Last column: Mulliken charge in e.
Element x y z (Å)
Cs: 0.638144 -1.402261 0.189855  1.31
N: 0.680982 3.204145 2.388641  -0.85
N: 1.138061 1.883392 2.404235  0.43
C: 2.444147 1.544132 2.377604  0.32
N: 2.685266 0.234908 2.642687  -0.15
S: 3.674111 2.635186 2.083305  -0.41
H: 0.644468 3.488600 1.410476  0.21
H: 1.415192 3.761898 2.817318  0.26
H: 0.462312 1.166717 2.614957  0.04
H: 1.934291 -0.412878 2.834484  0.08
H: 3.622386 -0.097093 2.502774  0.13
Cl: 3.523074 -3.130302 -0.154449  -0.10
C: 4.178624 -1.819672 -1.100142  0.21
C: 3.574613 -1.212376 -2.218634  0.21
C: 4.350102 -0.239892 -2.910971  0.02
Cl: 3.649684 0.464815 -4.325568  -0.16
C: 5.602716 0.150193 -2.498718  0.21
Cl: 6.462730 1.361637 -3.368067  -0.19
C: 6.176550 -0.429572 -1.365847  -0.01
Cl: 7.738066 0.070211 -0.838449  -0.21
C: 5.465520 -1.404984 -0.690238  0.16
Cl: 6.192879 -2.097840 0.711514  -0.18
O: 0.000812 -1.141147 3.007159  -0.42
S: -0.900845 -1.175374 4.201546  -0.06
C: -0.378674 -2.600079 5.153898  0.68
C: 0.580820 -3.452678 4.639090  -0.34
C: 0.982046 -4.545059 5.395196  -0.68
C: 0.424447 -4.768696 6.646645  -0.49
C: -0.532262 -3.898459 7.155053  -0.54
C: -0.933944 -2.801635 6.409438  -0.53
C: -2.444746 -1.827630 3.572238  0.55
C: -3.620355 -1.438961 4.194391  -0.25
C: -4.835073 -1.914728 3.722545  -0.61
C: -4.860230 -2.760712 2.624377  -0.55
C: -3.675133 -3.129110 1.999089  -0.70
C: -2.453089 -2.670136 2.468812  -0.26
H: 1.005507 -3.249466 3.664436  0.56
H: 1.733818 -5.219752 5.007559  0.42
H: 0.742774 -5.620598 7.232860  0.38
H: -0.958408 -4.069630 8.134525  0.39
H: -1.671691 -2.110641 6.801247  0.35
H: -3.585346 -0.754193 5.033872  0.44
H: -5.755974 -1.610361 4.201664  0.39
H: -5.804673 -3.125905 2.242908  0.39
H: -3.701847 -3.774349 1.130716  0.41
H: -1.562891 -2.961496 1.921320  0.33
C: 0.143435 5.643402 -1.333442  -0.95
N: 1.099856 4.913884 -2.122158  0.23
C: 1.787090 5.532191 -3.245200  -0.64
C: 2.733681 4.420782 -3.727450  -0.59
N: 2.217453 3.265154 -3.015060  0.22
C: 1.355116 3.589084 -2.032811  0.10
S: 0.733510 2.515177 -0.919125  -0.41
H: 0.623429 6.486559 -0.832381  0.29
H: -0.272757 4.970041 -0.588384  0.26
H: -0.666545 6.024098 -1.962907  0.32
H: 2.325043 6.424416 -2.921690  0.35
H: 1.069919 5.828473 -4.017410  0.30
H: 3.771227 4.623622 -3.455281  0.31
H: 2.681659 4.278625 -4.805831  0.32
H: 2.627818 2.347432 -3.053025  -0.07
C: -3.678199 2.760335 -4.196814  -1.41
C: -2.540808 1.804122 -3.854062  0.22
C: -2.866883 0.953022 -2.633062  -1.10
S: -1.461571 -0.049412 -2.118029  0.50
O: -1.895016 -0.655457 -0.810969  -0.74
C: -1.510929 -1.377642 -3.373534  -0.85
C: -2.099614 -2.688047 -2.868533  -0.06
C: -3.588786 -2.632970 -2.543923  -1.26
H: -3.433015 3.365891 -5.069461  0.39
H: -3.881397 3.435038 -3.363125  0.33
H: -4.597461 2.213384 -4.415133  0.34
H: -1.626203 2.366658 -3.646874  0.00
H: -2.329230 1.164790 -4.714807  0.27
H: -3.735037 0.305905 -2.771256  0.47
H: -3.037810 1.585323 -1.758640  0.47
H: -0.463295 -1.529299 -3.639136  0.16
H: -2.060149 -0.997962 -4.238276  0.49
H: -1.515865 -3.035226 -2.011908  0.05
H: -1.910028 -3.424694 -3.653695  0.52
H: -3.772084 -1.970475 -1.698702  0.23
H: -3.971983 -3.623816 -2.293583  0.39
H: -4.159292 -2.269849 -3.403327  0.30
O: 2.389941 -1.367863 -2.777142  -0.11
O: 1.465830 -2.292880 -2.181197  -0.82

Forces on atoms 1 to 3 (eV/Å):
0.21 0.34 0.31
-0.11 -0.01 -0.05
0.29 -0.26 0.01

# 2
DFT (the ωB97M-V functional and the def2-TZVPD basis) results for a cluster of 11 separate species, C23H49F3O17 in total in a non-equilibrium geometry.

Total charge = 0
SMILES = O=C1OC[C@@H](F)O1.O=C1OC[C@@H](F)O1.O=C1OC[C@@H](F)O1.C1CCOC1.C1CCOC1.CO.CO.CO.CO.CO.CO
HOMO level = -9.42 eV
E_tot = -2484.22995 hartree
LUMO = -0.148 eV
Frontier orbital gap = 9.27 eV
Maximum force = 5.80 eV/A
Molecular weight = 654.6 g mol⁻¹

Last column: Mulliken charge in e.
Element x y z (Å)
O: 0.202248 4.441796 -6.469712  -0.55
C: -0.065233 4.201851 -5.309906  0.52
O: -0.260119 5.096321 -4.422585  -0.31
C: -0.857575 4.540681 -3.291230  -0.33
C: -0.473650 3.051684 -3.426585  0.56
F: -1.591936 2.402678 -3.120161  -0.34
O: -0.261874 2.904332 -4.773876  -0.34
H: -0.528306 4.941230 -2.332455  0.28
H: -1.910842 4.671922 -3.539226  0.28
H: 0.304585 2.623018 -2.795156  0.22
O: -3.425150 -1.922673 3.113506  -0.54
C: -3.256042 -2.658882 2.167669  0.69
O: -2.538897 -3.753846 2.170005  -0.30
C: -2.379612 -4.246113 0.866785  -0.35
C: -3.243437 -3.357111 -0.005319  1.11
F: -4.371355 -3.972336 -0.491524  -0.37
O: -3.572198 -2.351043 0.848285  -0.36
H: -1.405385 -3.996181 0.446666  0.25
H: -2.671750 -5.268700 0.627848  0.31
H: -2.686957 -2.914484 -0.831459  -0.43
O: 3.748968 0.229837 0.841249  -0.51
C: 4.339991 1.320808 0.787229  0.73
O: 3.798607 2.375619 1.216757  -0.33
C: 4.733104 3.395330 1.345376  -0.60
C: 5.984439 2.903292 0.637755  0.40
F: 7.060614 2.823068 1.493590  -0.29
O: 5.542391 1.615236 0.294471  -0.34
H: 4.366439 4.324850 0.909893  0.30
H: 4.740880 3.538520 2.425904  0.27
H: 6.134241 3.649118 -0.142882  0.28
C: 1.792544 -0.989876 5.028328  -0.68
C: 0.712979 -2.020945 5.404163  -0.56
C: 1.135193 -3.193550 4.445872  -0.41
O: 1.552683 -2.503070 3.271426  -0.53
C: 1.943043 -1.165713 3.506794  0.15
H: 2.698083 -1.209732 5.593815  0.31
H: 1.428031 -0.009347 5.334573  0.39
H: -0.263786 -1.622001 5.130543  0.21
H: 0.788303 -2.299740 6.455207  0.39
H: 0.305160 -3.822290 4.123653  0.25
H: 1.891341 -3.907408 4.772586  0.28
H: 1.235498 -0.400602 3.187303  -0.08
H: 2.981050 -0.999092 3.218886  0.11
C: -0.883697 -0.082810 -0.633113  0.37
C: 0.495425 0.420093 -0.945761  0.46
C: 0.630324 1.400698 0.281427  -0.20
O: -0.185571 0.891835 1.390085  -0.52
C: -1.020154 -0.157680 0.893485  0.51
H: -1.340202 -0.952638 -1.105440  -0.53
H: -1.544960 0.679604 -1.044900  0.02
H: 0.690494 0.827431 -1.937790  0.17
H: 1.053234 -0.513094 -0.867534  0.05
H: 0.311175 2.381555 -0.070938  0.06
H: 1.572855 1.654628 0.766474  -0.24
H: -2.046314 0.084261 1.170179  0.01
H: -0.824468 -1.139555 1.324443  -0.24
C: -0.000597 -2.821222 -3.442471  -0.27
O: -0.988801 -3.666744 -3.060849  -0.55
H: 0.980446 -3.176533 -3.127160  0.17
H: -0.124963 -2.658479 -4.513061  0.43
H: -0.287318 -1.877672 -2.978152  -0.06
H: -1.828400 -3.416275 -3.453197  0.28
C: -3.085182 1.729467 2.893289  -0.42
O: -3.718607 2.962149 3.420458  -0.60
H: -2.011410 1.849426 2.749307  0.29
H: -3.197052 0.955542 3.652649  0.24
H: -3.507801 1.528433 1.908871  0.20
H: -4.019811 3.524542 2.703103  0.31
C: 3.484044 -1.133729 -3.106183  -0.49
O: 3.156779 0.200068 -3.123541  -0.47
H: 3.639406 -1.545141 -2.108838  0.15
H: 2.855286 -1.755062 -3.743908  0.18
H: 4.496462 -1.284417 -3.480894  0.36
H: 2.657488 0.456405 -3.902386  0.27
C: 2.230958 -3.313894 0.497951  -0.24
O: 0.994887 -3.796672 1.137456  -0.52
H: 1.981601 -3.446912 -0.554772  0.05
H: 2.458157 -2.270883 0.718434  -0.03
H: 3.076815 -3.965110 0.718252  0.36
H: 1.035097 -3.453905 2.033279  0.64
C: -2.829505 4.580726 0.535187  -0.40
O: -4.255173 4.357918 0.762062  -0.54
H: -2.345029 3.611255 0.418972  0.08
H: -2.704792 5.012459 -0.457868  0.28
H: -2.349232 5.142867 1.336086  0.32
H: -4.582245 4.081576 -0.097155  0.28
C: -3.416853 -1.070120 -3.709469  -0.54
O: -3.664341 -2.502191 -3.644878  -0.57
H: -3.345452 -0.722727 -2.678782  0.22
H: -2.545980 -0.790194 -4.302191  0.18
H: -4.188928 -0.669003 -4.366065  0.44
H: -4.614402 -2.616730 -3.568211  0.31

Forces on atoms 1 to 3 (eV/Å):
-0.35 -1.09 2.27
0.64 -1.79 -4.47
0.84 2.65 1.48

# 3
DFT (the ωB97M-V functional and the def2-TZVPD basis) results for a cluster of 2 separate species, CH4N3O in total in a non-equilibrium geometry.

Total charge = +1
HOMO level = -13.12 eV
E_tot = -279.59590 hartree
LUMO = -4.794 eV
Frontier orbital gap = 8.33 eV
Maximum force = 4.41 eV/A
Molecular weight = 74.1 g mol⁻¹

Last column: Mulliken charge in e.
Element x y z (Å)
C: 0.259904 -0.588915 -1.223402  0.43
N: -0.275529 0.626415 2.070459  0.00
N: 1.168800 0.330605 -1.040522  -0.29
N: -0.699971 -1.292371 -1.198773  -0.10
O: -1.006827 1.080573 1.256686  -0.23
H: 0.817972 1.251954 -1.142542  0.28
H: 2.027713 0.149474 -0.606937  0.26
H: -0.697574 0.253034 3.066989  0.24
H: -1.594487 -1.810770 -1.181956  0.40

Forces on atoms 1 to 3 (eV/Å):
-3.69 -1.92 1.46
1.37 -0.98 1.33
-2.09 -1.65 -1.30